Entry 1:
C34H29N6O11Ti | the ωB97M-V functional and the def2-TZVPD basis

**Charge**: 0
**LUMO energy (spin up / spin down)**: -0.70 / -0.69 eV
**HOMO level (spin up / spin down)**: -8.0557 / -8.1980 eV
**2S+1**: 2
**Gap between HOMO and LUMO (spin up / spin down)**: 7.36 / 7.51 eV

Structure (XYZ):
```
81
Properties=species:S:1:pos:R:3:forces:R:3:lowdin_charge:R:1
O 4.030 3.959 -4.872 0.0 0.1 0.0 0.102
C 2.966 3.669 -2.279 -0.1 -0.2 -0.1 0.027
C -1.304 1.872 -1.098 0.1 0.1 -0.1 -0.230
O -2.053 0.251 -2.590 0.0 0.0 0.1 -0.085
C 1.951 0.046 2.749 0.1 0.1 -0.1 -0.134
N 1.764 2.004 -1.446 0.1 -0.1 0.1 0.012
H -7.324 -0.819 -0.921 0.0 0.0 0.0 0.098
C -4.103 0.254 1.256 -0.2 -0.1 -0.1 -0.144
C 3.149 -1.247 -0.047 0.5 -0.8 0.1 -0.561
H -4.829 0.270 4.558 0.0 0.0 0.0 0.104
C -1.125 3.197 -0.737 0.0 0.0 0.0 -0.033
H -3.385 0.685 -0.618 0.0 -0.1 0.1 0.135
H -0.743 3.408 0.256 0.0 0.0 0.0 0.118
C -1.398 4.221 -1.631 0.0 0.0 -0.1 -0.090
H 5.197 -5.279 1.031 0.1 0.0 0.0 0.120
H 5.713 -0.440 0.046 0.0 0.0 0.0 0.123
O -1.452 -2.168 3.518 0.1 0.1 -0.1 -0.107
C 0.753 -1.420 4.246 0.1 0.1 -0.1 -0.026
H -2.358 -1.257 -3.872 0.0 0.0 0.0 0.100
C -2.251 -0.178 -3.925 0.0 0.0 -0.1 -0.050
C 0.921 0.013 1.793 0.1 -0.2 -0.4 -0.139
H -7.390 0.966 -0.843 0.0 0.0 0.0 0.099
C -5.415 0.140 0.753 0.2 -0.1 0.0 -0.216
C -6.491 0.057 1.618 0.0 0.0 0.0 -0.020
H -2.101 -1.364 1.704 0.0 0.0 0.1 0.137
C 1.873 -0.640 3.943 -0.1 -0.1 0.0 -0.087
O 7.535 -5.633 1.330 0.0 0.1 0.2 0.077
C 2.050 1.709 -2.707 0.0 0.2 -0.1 -0.115
C -6.273 0.089 2.993 -0.1 0.0 -0.1 -0.088
N -1.359 -0.794 1.327 -0.1 0.1 -0.1 0.155
N -3.085 0.358 0.291 0.1 0.0 -0.1 0.174
H -2.409 2.356 -4.272 0.0 0.0 0.0 0.108
H -2.525 -3.462 4.615 0.0 0.0 0.0 0.094
C -1.742 0.148 0.438 0.0 0.3 0.2 -0.334
H -1.528 -2.345 5.583 0.0 0.0 0.0 0.096
H -2.921 0.456 3.031 0.2 0.0 0.0 0.115
C -3.910 0.317 2.627 -0.1 0.0 -0.2 -0.015
C -1.840 3.906 -2.906 0.0 0.0 0.0 -0.078
N -0.858 0.830 -0.245 0.1 -0.6 0.2 0.052
H -0.764 -3.708 4.721 0.0 0.0 0.0 0.098
C -1.561 -2.962 4.681 0.0 0.0 0.1 -0.075
C 2.814 2.737 -3.294 0.0 0.3 0.3 -0.027
C 4.176 -3.442 0.529 0.3 0.2 -0.1 0.021
O 3.283 0.009 -0.192 -0.3 -0.1 0.0 -0.068
C -4.996 0.223 3.491 0.1 0.0 0.1 -0.088
C -2.053 2.586 -3.278 0.0 -0.1 0.0 -0.002
C 4.352 -2.086 0.252 -0.1 0.1 0.0 -0.102
N 7.724 -4.456 1.106 -0.3 0.1 -0.5 -0.350
N 2.344 3.188 -1.193 -0.1 -0.3 -0.3 0.066
C -0.286 -1.465 3.340 0.0 0.1 0.0 -0.223
C 6.733 -2.268 0.538 -0.4 -0.1 0.0 0.016
C 5.616 -1.494 0.261 -0.2 -0.3 0.0 0.018
C -1.811 1.562 -2.368 0.1 0.1 0.0 -0.246
H -6.656 0.157 -2.252 0.0 0.0 0.0 0.094
H -2.034 4.691 -3.625 0.0 0.0 0.0 0.105
H -7.495 -0.038 1.234 0.0 0.0 0.0 0.104
C 3.405 2.955 -4.647 0.1 -0.2 0.0 -0.504
H 7.726 -1.851 0.546 0.1 -0.1 0.0 0.120
O 3.240 2.003 -5.548 -0.1 -0.2 0.1 0.131
H 3.186 -3.872 0.514 -0.1 0.1 0.0 0.126
C 6.522 -3.609 0.805 0.5 -0.4 0.3 -0.125
H 2.691 -0.596 4.649 0.0 0.0 0.1 0.100
C 5.282 -4.228 0.813 0.0 0.4 -0.1 0.018
H 3.468 4.619 -2.283 0.1 0.1 0.0 0.143
H 2.715 1.234 -5.180 -0.1 0.1 -0.1 0.071
O 0.931 -0.322 -2.382 0.1 0.0 0.1 -0.070
C 1.538 0.393 -3.240 0.1 0.2 -0.2 -0.538
O 2.011 -1.786 -0.154 0.3 0.3 -0.1 -0.034
H -1.381 0.069 -4.539 0.0 0.0 0.0 0.101
H 2.857 0.603 2.533 0.0 0.0 0.0 0.092
C -0.192 -0.733 2.141 -0.3 0.1 0.2 -0.195
O -5.506 0.130 -0.608 0.1 0.0 0.1 -0.087
Ti 1.216 0.145 -0.377 -0.5 0.7 0.5 1.170
H -3.156 0.259 -4.356 0.0 0.0 0.0 0.091
H 2.251 3.602 -0.281 0.0 0.0 0.0 0.172
O 8.811 -3.922 1.049 0.0 0.0 0.2 0.078
H -1.253 5.251 -1.338 0.0 0.1 0.0 0.100
C -6.802 0.107 -1.177 0.0 0.0 0.0 -0.069
H 0.709 -1.966 5.175 0.0 0.0 0.1 0.101
H -7.118 0.018 3.664 0.0 0.0 0.0 0.104
O 1.734 0.127 -4.425 0.0 0.0 0.1 0.068
```
Positions in Å, forces in eV/Å.

=====

Entry 2:
C14H11BN2O3 | the ωB97M-V functional and the def2-TZVPD basis

**Charge**: 0
**LUMO energy**: -0.30 eV
**HOMO level**: -8.3525 eV
**Gap between HOMO and LUMO**: 8.06 eV

Structure (XYZ):
```
31
Properties=species:S:1:pos:R:3:forces:R:3:lowdin_charge:R:1
O -4.209 -4.255 -1.226 0.6 1.2 -0.2 0.083
H -4.605 -4.806 -1.948 0.5 1.4 0.9 0.108
H -4.903 -2.559 -3.118 -0.9 -1.1 -1.1 0.079
H -4.297 -2.420 1.315 0.3 0.2 -0.1 0.124
C -1.552 -0.432 1.558 -1.3 -2.5 -2.3 0.035
C 4.530 2.689 -0.540 -1.7 -0.5 -0.1 -0.008
N 4.997 3.448 2.936 1.4 1.1 3.2 0.181
C 3.747 2.132 -1.550 0.7 -1.6 0.4 -0.055
B -3.898 -2.842 -1.374 -0.6 -2.0 0.1 -0.501
H 5.528 2.977 -0.738 0.8 0.5 -0.1 0.106
O 0.825 0.783 1.898 -0.7 0.2 2.7 0.085
C -1.073 -0.660 0.230 -2.0 0.3 1.6 -0.219
C 0.885 0.828 0.715 -0.8 -2.6 -2.5 -0.403
C -3.390 -1.900 0.989 -1.4 -0.7 -0.2 -0.086
H 0.226 0.064 -1.109 0.1 0.2 0.9 0.143
C -1.801 -1.406 -0.740 0.6 0.2 1.2 0.025
O -4.425 -2.172 -2.424 1.2 1.8 0.9 0.194
N 0.016 0.077 -0.103 3.0 1.6 -2.2 0.127
C 2.067 1.470 0.134 1.6 2.2 -0.5 -0.097
C 4.628 3.269 1.890 0.3 -0.2 -1.6 -0.211
C 2.829 2.158 1.137 -1.8 -1.9 -1.9 0.053
C -2.999 -1.972 -0.319 -0.4 -2.1 -2.1 -0.117
H -3.173 -1.009 2.811 -0.2 0.1 1.4 0.093
C 2.510 1.536 -1.191 -0.2 -0.1 -0.1 -0.015
H -0.959 0.153 2.202 -0.1 0.4 0.7 0.078
H 4.257 1.808 -2.505 -1.0 1.0 0.9 0.128
H -1.403 -1.655 -1.731 -0.1 0.6 0.3 0.123
C -2.709 -1.148 1.880 1.2 1.6 0.6 -0.072
H 2.451 2.007 2.145 0.5 0.6 -0.1 0.138
H 1.907 1.083 -1.985 0.3 0.0 0.2 0.106
C 3.993 2.753 0.762 0.2 0.0 -1.0 -0.226
```
Positions in Å, forces in eV/Å.

=====

Entry 3:
C3H9N3O | the ωB97M-V functional and the def2-TZVPD basis

**Energy relative to the best compared isomer or geometry (same formula, charge and spin)**: 676.1 kJ/mol
**Charge**: 0
**LUMO energy**: 1.11 eV
**HOMO level**: -8.7645 eV
**Gap between HOMO and LUMO**: 9.88 eV

Structure (XYZ):
```
16
Properties=species:S:1:pos:R:3:forces:R:3:lowdin_charge:R:1
N 0.319 -0.687 1.183 1.1 -1.1 2.3 -0.219
O -1.186 0.364 -0.204 1.3 -0.8 0.8 -0.229
H -2.176 1.384 -1.633 0.2 -0.1 0.1 0.083
H -3.177 0.895 -0.260 -0.1 -0.1 -0.2 0.073
C 1.905 0.304 -0.446 0.0 -0.3 0.2 -0.093
H -2.666 -0.321 -1.480 -0.1 0.1 0.0 0.075
C -2.360 0.571 -0.921 -0.8 -0.6 0.5 -0.164
N -0.970 -0.822 0.982 -1.1 1.6 -2.0 0.093
H 2.059 0.241 1.726 -0.2 0.0 -0.2 0.110
H 0.032 -2.636 0.973 -0.3 0.3 0.0 0.093
H 2.441 -0.642 -0.589 -0.1 0.2 0.0 0.074
H 1.128 0.382 -1.201 0.0 0.0 0.0 0.062
C 1.293 0.360 0.946 -0.1 0.1 -0.5 -0.216
H 2.611 1.118 -0.553 0.2 0.2 -0.1 0.068
H 0.765 1.295 1.114 0.0 0.1 0.0 0.112
N -0.017 -1.807 0.365 -0.1 0.4 -0.9 0.078
```
Positions in Å, forces in eV/Å.

=====

Entry 4:
C2H9N2 | the ωB97M-V functional and the def2-TZVPD basis

**Energy relative to the best compared isomer or geometry (same formula, charge and spin)**: 119.6 kJ/mol
**Charge**: +1
**LUMO energy**: -3.64 eV
**HOMO level**: -14.5557 eV
**Gap between HOMO and LUMO**: 10.91 eV

Structure (XYZ):
```
13
Properties=species:S:1:pos:R:3:forces:R:3:lowdin_charge:R:1
H -0.012 0.310 -1.449 -0.3 0.0 -2.1 0.119
H -1.704 -1.090 -0.430 -0.1 -0.9 0.4 0.138
H 1.455 -1.426 -0.876 -1.5 0.7 1.7 0.137
H 1.081 2.209 -0.201 -1.6 -1.8 -0.2 0.159
H 0.598 1.312 1.137 0.1 0.6 -0.7 0.104
C 0.984 -0.865 0.058 0.2 -2.9 -2.4 -0.049
N -1.485 -0.231 0.044 1.2 2.2 1.0 0.211
H 1.915 -0.582 0.506 0.0 0.8 0.8 0.073
H 0.424 -1.592 0.690 0.8 0.2 -0.4 0.088
H -2.153 0.460 -0.318 0.2 0.1 0.3 0.153
N 0.383 1.479 0.140 0.3 1.5 2.0 0.044
H -1.551 -0.226 1.119 0.0 -0.5 -2.2 0.195
C 0.065 0.242 -0.420 0.8 0.0 1.8 -0.372
```
Positions in Å, forces in eV/Å.

=====

Going through the records in order, we get electronic energy values of -90308.289, -24496.916, -9768.532, -5192.714 eV.